(1)
Here is a structure of composition C19H23Cl4FGaNOPS at a distorted geometry from the Open Molecules 2025 dataset. Energies are from the ωB97M-V functional and the def2-TZVPD basis.

As for the calculated total energy: -148924.323 eV. For the HOMO energy, the calculation gives -4.85 eV. For the maximum force, the calculation gives 1.20 eV/A. As for the net charge: -1.

Each line ends with the Löwdin charge.
Cartesian coordinates (Å):
C 3.67 1.77 1.19  -0.1162
C 2.35 1.76 1.97  -0.2928
C 1.27 2.68 1.34  -0.4064
C 1.34 4.09 1.93  -0.1489
Ga -0.55 1.91 1.56  0.3956
O -0.41 0.01 1.00  -0.1069
C -0.24 -0.08 -0.25  -0.5518
N -0.03 -0.21 -1.39  0.1171
P -1.31 1.92 3.82  0.1837
S -0.11 1.12 5.18  -0.0991
C -2.10 2.60 0.45  -0.3785
C -3.30 1.64 0.49  -0.1261
F -2.50 3.85 1.02  -0.1517
H 4.20 2.73 1.28  0.0677
H 3.49 1.59 0.12  0.0431
H 4.35 0.98 1.53  0.0688
H 2.00 0.73 2.04  0.0868
H 2.52 2.10 3.00  0.0979
H 1.47 2.74 0.26  0.0865
H 0.67 4.79 1.41  0.0660
H 2.36 4.50 1.85  0.0673
H 1.09 4.09 2.99  0.0630
H -1.68 3.24 4.14  -0.0875
H -2.60 1.35 3.84  -0.0927
H -1.82 2.81 -0.59  0.0856
H -4.13 2.10 1.03  0.0759
H -3.63 1.33 -0.51  0.0652
H -3.05 0.72 1.03  0.0055
Cl 7.15 -1.76 -1.00  0.6424
C 5.43 -1.84 -1.12  -0.6915
C 4.69 -0.77 -1.59  -0.6889
Cl 5.47 0.70 -2.08  0.6599
C 3.31 -0.85 -1.67  -0.1110
C 2.66 -2.02 -1.29  -0.0760
C 3.40 -3.09 -0.81  -0.0799
C 4.78 -3.01 -0.73  -0.1207
H 2.73 -0.01 -2.03  0.0983
H 1.58 -2.05 -1.35  0.0798
H 2.90 -4.00 -0.50  0.1031
H 5.37 -3.84 -0.36  0.0997
Cl -5.51 -3.88 0.41  0.6617
C -4.88 -3.40 -1.13  -0.6879
C -3.79 -2.53 -1.22  -0.6691
Cl -3.00 -1.91 0.17  0.7600
C -3.31 -2.16 -2.47  -0.0952
C -3.92 -2.63 -3.62  -0.0852
C -5.01 -3.50 -3.53  -0.0957
C -5.49 -3.87 -2.28  -0.1215
H -2.46 -1.49 -2.52  0.0970
H -3.54 -2.33 -4.58  0.1038
H -5.48 -3.87 -4.42  0.0997
H -6.33 -4.54 -2.20  0.1001

(2)
Here is a structure of composition C27H31N17P2PbS at a distorted geometry from the Open Molecules 2025 dataset. Energies are from the ωB97M-V functional and the def2-TZVPD basis.

As for the calculated total energy: -88490.854 eV. For the HOMO energy, the calculation gives -7.93 eV. For the maximum force, the calculation gives 4.18 eV/A.

Each line ends with the Löwdin charge.
Cartesian coordinates (Å):
Pb 11.58 10.29 11.04  1.1904
N 10.58 5.66 9.32  0.0649
C 10.33 6.65 10.20  -0.1399
N 11.04 7.76 9.96  0.0702
C 11.73 7.35 8.87  -0.3480
N 11.46 6.15 8.42  0.1203
C 12.65 8.31 8.22  -0.2296
C 12.84 8.16 6.83  -0.0600
N 13.55 9.12 6.20  0.0809
C 14.20 10.01 6.92  -0.1152
C 14.00 10.08 8.30  -0.1293
N 13.21 9.25 8.94  0.0666
H 10.04 4.93 9.03  0.1231
H 9.69 6.52 11.04  0.1150
H 12.45 7.23 6.28  0.1432
H 14.78 10.71 6.34  0.1085
H 14.46 10.89 8.94  0.1143
N 14.04 9.71 13.82  0.1173
C 14.30 10.80 13.00  -0.5288
N 15.37 11.52 13.16  0.0552
N 15.36 12.38 12.08  -0.0648
N 14.38 12.13 11.37  -0.0879
N 13.62 11.11 11.89  -0.1287
C 13.14 8.70 13.59  -0.4894
N 12.98 7.61 14.42  0.0258
N 11.83 7.03 14.03  -0.1051
N 11.22 7.73 13.15  -0.0807
N 12.06 8.77 12.83  -0.1785
H 14.74 9.49 14.54  0.1595
C 7.97 9.14 9.08  -0.0164
N 8.91 9.67 8.07  -0.1191
C 9.20 9.14 6.77  -0.0435
C 10.20 9.85 6.30  -0.0915
N 10.46 10.85 7.23  -0.0378
C 9.66 10.77 8.30  -0.0979
S 8.49 12.96 10.83  0.5004
C 11.45 11.84 7.10  -0.3169
C 11.65 12.42 5.85  0.0085
C 12.59 13.44 5.78  -0.0346
C 13.28 13.86 6.93  -0.0258
C 12.96 13.18 8.12  -0.1271
N 12.04 12.22 8.19  0.1224
H 7.02 9.53 9.03  0.0632
H 8.42 9.41 10.02  0.0623
H 7.96 8.06 9.06  0.0736
H 8.62 8.34 6.33  0.1215
H 10.73 9.77 5.36  0.1236
H 11.18 12.04 4.99  0.1006
H 12.71 13.86 4.82  0.0917
H 13.90 14.71 6.94  0.0903
H 13.58 13.45 8.96  0.0969
C 8.04 15.63 12.16  -0.3548
P 8.70 14.02 12.72  0.7102
C 9.47 13.96 9.70  -0.4756
C 10.46 14.29 13.02  -0.4278
C 11.28 15.37 12.60  -0.1090
C 12.61 15.45 12.84  -0.0879
C 13.21 14.42 13.56  -0.0464
C 12.46 13.26 13.95  -0.1076
C 11.15 13.18 13.58  -0.4149
P 10.47 11.47 13.62  0.8112
C 11.21 10.56 15.05  -0.2790
C 8.76 11.30 14.27  -0.3297
H 8.46 16.12 11.24  0.0395
H 8.22 16.25 13.04  0.0326
H 6.99 15.36 12.15  0.0151
H 9.06 14.99 9.49  0.0531
H 9.60 13.36 8.85  -0.0449
H 10.46 14.03 10.16  0.0172
H 10.71 16.13 11.99  0.1162
H 13.16 16.33 12.52  0.1078
H 14.25 14.43 13.75  0.0852
H 13.07 12.45 14.33  0.0785
H 12.33 10.46 15.10  0.0382
H 10.78 9.55 15.02  0.0300
H 10.93 11.02 16.01  0.0589
H 8.68 11.70 15.34  0.0707
H 8.51 10.23 14.27  0.0462
H 8.05 11.91 13.65  -0.0467

(3)
Here is a structure of composition C36H36F6N6O6S2Ti from the Open Molecules 2025 dataset. Energies are from the ωB97M-V functional and the def2-TZVPD basis.

As for the calculated total energy: -120234.800 eV. For the HOMO energy, the calculation gives -7.69 eV. For the maximum force, the calculation gives 0.35 eV/A.

Each line ends with the Löwdin charge.
Cartesian coordinates (Å):
Ti 0.83 0.14 0.48  1.1935
C 3.85 2.41 -1.14  -0.1857
C 4.21 0.93 -1.19  -0.1683
C 3.95 0.17 0.12  -0.1989
N 2.70 -0.60 0.09  -0.0663
C 2.74 -1.82 -0.49  -0.2041
C 3.88 -2.31 -1.13  0.0069
C 4.15 -3.54 -1.72  -0.0509
C 3.36 -4.66 -1.87  -0.0836
C 2.03 -4.76 -1.48  -0.0593
C 1.22 -3.85 -0.85  -0.0016
C 1.48 -2.55 -0.36  -0.2097
N 0.53 -1.86 0.27  -0.0690
C -0.73 -2.49 0.63  -0.1977
C -1.41 -1.68 1.72  -0.1679
C -0.44 -1.36 2.85  -0.2014
N 0.48 -0.30 2.45  -0.0578
C 1.09 0.41 3.39  -0.2055
C 1.12 0.00 4.73  -0.0054
C 1.51 0.67 5.88  -0.0692
C 1.96 1.97 6.04  -0.0964
C 2.18 2.88 5.02  -0.0662
C 2.09 2.73 3.65  0.0021
C 1.73 1.62 2.86  -0.2029
N 1.81 1.63 1.53  -0.0685
C 2.27 2.85 0.87  -0.1971
C 2.44 2.77 -0.65  -0.1641
H 4.57 2.94 -0.52  0.1120
H 3.97 2.81 -2.15  0.1129
H 3.66 0.44 -2.00  0.0989
H 5.27 0.85 -1.45  0.1141
H 4.77 -0.51 0.36  0.1127
H 3.89 0.86 0.95  0.1033
H 4.70 -1.61 -1.21  0.0944
H 5.15 -3.62 -2.13  0.1119
H 3.80 -5.51 -2.37  0.1055
H 1.54 -5.69 -1.74  0.1180
H 0.19 -4.17 -0.74  0.0968
H -1.37 -2.59 -0.26  0.1178
H -0.53 -3.49 1.01  0.1240
H -1.84 -0.76 1.32  0.0602
H -2.25 -2.26 2.11  0.1276
H -1.01 -1.02 3.72  0.1187
H 0.10 -2.26 3.15  0.1316
H 0.77 -1.00 4.90  0.0986
H 1.43 0.09 6.79  0.1090
H 2.16 2.30 7.05  0.0999
H 2.49 3.87 5.34  0.1103
H 2.34 3.62 3.09  0.0959
H 1.55 3.65 1.09  0.1128
H 3.23 3.16 1.30  0.1203
H 1.69 2.12 -1.11  0.0834
H 2.19 3.76 -1.04  0.1230
C -5.44 -0.13 -1.77  -0.0666
C -4.08 -0.33 -1.99  -0.0429
C -3.20 -0.07 -0.95  -0.1329
N -3.59 0.34 0.26  0.0639
C -4.89 0.52 0.45  -0.1417
C -5.85 0.31 -0.53  -0.0716
H -6.15 -0.32 -2.56  0.1076
H -3.71 -0.66 -2.95  0.0922
H -2.14 -0.19 -1.10  0.0840
H -5.19 0.87 1.44  0.1037
H -6.90 0.48 -0.31  0.0999
F 0.41 1.96 -3.87  0.1553
C -0.26 0.82 -3.98  -0.6715
F -0.26 0.44 -5.25  0.1564
F -1.51 1.01 -3.57  0.1600
S 0.59 -0.45 -2.94  0.6360
O 0.57 0.22 -1.63  -0.3884
O 1.88 -0.63 -3.53  -0.2405
N -0.28 -1.71 -2.79  -0.2616
S -1.09 -2.63 -3.78  0.5854
O -1.55 -3.76 -3.03  -0.2716
O -2.00 -1.91 -4.61  -0.2672
C 0.18 -3.31 -4.94  -0.6769
F -0.39 -4.21 -5.74  0.1479
F 0.70 -2.33 -5.68  0.1420
F 1.16 -3.90 -4.26  0.1377
O -0.86 3.37 -0.39  0.1212
C -0.93 2.57 0.51  -0.5204
O -0.65 1.28 0.36  -0.1788
C -1.31 2.95 1.91  -0.1314
C -1.78 2.01 2.81  -0.0225
C -2.03 2.38 4.13  -0.0657
C -1.80 3.68 4.54  -0.0828
C -1.34 4.63 3.63  -0.0757
C -1.11 4.27 2.32  -0.0218
H -1.97 1.00 2.47  0.0913
H -2.41 1.65 4.83  0.1046
H -1.98 3.96 5.57  0.1021
H -1.18 5.65 3.95  0.1027
H -0.76 4.99 1.59  0.1200